No. 1
C7H11N6 | ωB97M-V/def2-TZVPD

Atoms and positions in Å:
C 0.54 -1.53 1.57
C 1.23 -1.27 2.74
C -0.15 -0.37 1.33
C -1.02 2.92 -1.24
C 0.13 2.59 -1.33
C 0.59 -0.81 -1.43
C -1.02 -0.03 0.21
N 1.01 -0.04 3.16
N 0.07 0.48 2.36
N 1.52 0.05 -1.27
N -0.73 -0.51 -1.00
N 0.66 -1.92 -2.20
N -2.01 0.80 0.26
H 0.47 -2.48 0.90
H 2.05 -1.86 3.30
H -1.85 3.48 -0.99
H 0.91 1.95 -1.16
H -0.07 1.42 2.35
H 2.41 -0.16 -1.73
H -1.28 -0.05 -1.69
H 1.54 -2.21 -2.60
H -0.04 -2.67 -1.97
H -2.40 1.13 -0.60
H -2.56 1.06 1.03

HOMO energy (eV): -13.36
Net charge: +1
F_max (eV Å⁻¹): 3.97
E_tot (Eh): -601.5234
LUMO (eV): -4.195
ΔE to the lowest compared entry with this formula, charge and spin (kJ/mol): 316.3
HOMO-LUMO gap (eV): 9.2

---

No. 2
C7H11NO | ωB97M-V/def2-TZVPD

Atoms and positions in Å:
C -0.62 -2.02 -1.49
C -0.12 -1.21 -0.60
C 0.71 -1.65 0.69
O 0.39 -0.61 1.64
C -0.65 0.00 1.06
C -0.93 1.35 0.52
N -0.18 2.49 0.98
C -0.29 0.30 -0.50
C 0.86 0.95 -1.04
H -1.16 -1.64 -2.34
H -0.41 -3.09 -1.50
H 0.39 -2.63 1.02
H 1.81 -1.68 0.54
H -1.58 -0.54 1.21
H -1.91 1.59 0.15
H 0.76 2.16 1.28
H -0.65 2.80 1.84
H 0.66 2.00 -1.23
H 1.28 0.57 -1.95
H 1.64 0.86 -0.28

HOMO energy (eV): -7.22
Net charge: 0
F_max (eV Å⁻¹): 3.26
E_tot (Eh): -403.0953
LUMO (eV): 0.811
ΔE to the lowest compared entry with this formula, charge and spin (kJ/mol): 626.6
Structure (SMILES): C=C1CO[C@H]2[C@@H](N)[C@]12C
HOMO-LUMO gap (eV): 8.0

---

No. 3
C7H11NO | ωB97M-V/def2-TZVPD

Atoms and positions in Å:
C -0.33 1.93 0.10
C 0.67 -1.25 -0.19
C 0.29 -0.49 0.88
C -0.60 0.43 0.02
N 0.56 -0.50 2.22
C -0.01 -0.43 -1.24
C -1.91 -0.02 0.40
C 1.16 0.17 -1.87
O 1.36 -2.40 -0.27
H 1.29 -2.76 -1.16
H 0.47 -1.38 2.71
H 0.18 0.28 2.75
H -0.82 -0.86 -1.83
H -0.83 2.45 -0.72
H 0.74 2.15 0.06
H -0.72 2.32 1.04
H -2.31 -0.95 0.01
H -2.48 0.49 1.16
H 2.03 -0.43 -2.08
H 1.26 1.24 -2.00

HOMO energy (spin up / spin down) (eV): -7.02 / -6.95
Net charge: 0
F_max (eV Å⁻¹): 2.02
E_tot (Eh): -403.1300
LUMO (spin up / spin down) (eV): 0.520 / 0.505
ΔE to the lowest compared entry with this formula, charge and spin (kJ/mol): 535.6
HOMO-LUMO gap (spin up / spin down) (eV): 7.5 / 7.5

---

No. 4
C7H11NO | ωB97M-V/def2-TZVPD

Atoms and positions in Å:
C 2.38 0.71 -0.11
C 0.49 -0.95 -0.75
C -0.46 0.02 -0.99
C -0.47 1.14 0.13
C -0.64 0.05 1.02
C -1.50 -0.57 -0.10
C 0.52 -0.96 0.74
H 1.47 1.55 -0.59
H 2.48 0.75 1.25
H 3.53 0.67 -0.61
H 0.44 -1.74 -1.42
H -0.53 0.21 -2.06
H 0.31 1.98 0.33
H -1.34 1.73 -0.17
H -0.82 -0.11 2.09
H -1.92 -1.55 -0.17
H -3.54 -0.54 0.15
H 0.56 -1.92 1.30
N 1.73 -0.69 0.05
O -2.69 0.23 -0.09

HOMO energy (eV): -8.58
Net charge: 0
F_max (eV Å⁻¹): 7.02
E_tot (Eh): -403.0093
LUMO (eV): 0.540
ΔE to the lowest compared entry with this formula, charge and spin (kJ/mol): 852.5
HOMO-LUMO gap (eV): 9.1